{
  "formula": "C5H7NO",
  "method": "the ωB97M-V functional and the def2-TZVPD basis",
  "species": ["C", "C", "H", "H", "H", "C", "C", "O", "H", "H", "C", "H", "N", "H"],
  "coordinates": [[-0.3452, -0.7567, -1.0147], [-1.2257, -0.4518, 0.1978], [-2.1321, 0.1024, -0.0772], [0.0422, 0.1304, 1.9367], [-0.4785, 1.5526, 0.9563], [1.1824, 0.1484, -0.2516], [-0.2713, 0.4874, 0.9607], [0.8911, -1.2172, -0.3763], [-0.7192, -1.4364, -1.7837], [2.4272, -0.0325, 1.1973], [0.3444, 0.5686, -1.3040], [-0.0926, 1.5400, -1.5023], [1.9301, 0.7101, 0.6983], [-1.5041, -1.3388, 0.7784]],
  "homo_lumo_gap_ha": [0.2579, 0.2927],
  "e_above_lowest_kcal_mol": 141.67,
  "charge": 0,
  "e_homo_ev": [-7.609, -8.076]
}

***

{
  "formula": "C22H42NOP3STi",
  "method": "the ωB97M-V functional and the def2-TZVPD basis",
  "species": ["H", "H", "C", "P", "C", "C", "C", "H", "C", "P", "C", "H", "H", "C", "H", "H", "H", "H", "H", "C", "H", "H", "C", "C", "H", "H", "H", "H", "H", "H", "H", "Ti", "C", "H", "H", "H", "C", "C", "H", "H", "H", "H", "H", "N", "H", "H", "H", "C", "C", "H", "H", "C", "H", "H", "H", "H", "S", "O", "H", "C", "C", "H", "C", "C", "H", "P", "H", "H", "C", "H", "C"],
  "coordinates": [[1.0872, 2.8242, 1.4984], [-0.7316, 4.2137, -1.5676], [1.1394, -1.2143, -4.3686], [-1.7264, -1.7155, -1.0312], [-0.6369, -3.0592, -1.6663], [-2.2598, -2.3176, 0.5955], [1.0719, -1.7129, -5.6465], [3.0731, 1.6197, -1.2302], [-1.2313, 2.1303, 3.0169], [0.8801, 2.6402, -0.8651], [2.5678, 2.5386, -1.5471], [-0.0636, -3.5126, -0.8519], [-2.1815, -0.4352, -3.9006], [-1.3030, -0.8050, -4.4438], [-3.6874, -3.0222, -1.4942], [0.1668, 3.5910, -2.9803], [-2.9929, 1.6562, -2.3357], [0.0520, -2.7317, -2.4523], [-3.0221, -2.3363, -2.9982], [0.7090, -1.8803, 2.0735], [-1.2801, -3.8217, -2.1159], [-0.3419, -1.6013, 2.2300], [2.9311, -1.6835, 0.2163], [0.9926, 3.5223, 0.6763], [-0.0459, -1.8044, -7.4342], [1.2764, 1.0789, 2.4428], [-2.1564, -0.9513, -6.4910], [1.2243, -1.8196, 3.0309], [-0.2322, 2.7030, 4.7810], [-2.9508, -3.1464, 0.4810], [-1.2531, 3.1004, 2.5394], [-0.8893, 0.8938, -1.2983], [2.1159, 0.5847, 1.9330], [1.9315, -2.2707, -6.0413], [0.0939, 4.1285, 0.7909], [-0.3232, 0.3928, 5.7752], [-2.1161, 2.3209, -2.5015], [-0.1143, -1.5959, -6.3747], [-0.2162, 2.4714, -3.7425], [0.7857, -2.9282, 1.7169], [-2.8906, -0.7214, 2.6533], [-2.7332, -1.4717, 1.0804], [3.7019, -1.9221, 0.9279], [-2.1920, -0.0373, 3.0162], [2.7780, 0.2424, 2.7464], [2.5619, -2.6146, -0.2259], [2.4472, 2.5850, -2.6358], [-0.8019, 0.6308, 4.8294], [0.2525, 3.9857, -1.9584], [0.9135, -0.5078, -0.3571], [2.6828, 1.2941, 1.3205], [-0.0443, -0.6869, -3.7849], [0.8278, 4.9083, -2.0631], [-1.7007, -1.3589, 4.5699], [3.3860, -1.0552, -0.5578], [1.8722, 4.1604, 0.6518], [-2.4311, 1.4504, 0.7005], [0.1172, -0.0882, -2.5827], [3.1624, 3.3940, -1.2007], [-1.1759, 1.9256, -3.4776], [-1.2964, -1.0809, -5.8098], [2.0435, -1.1933, -3.7957], [-1.5104, -0.3525, 4.1745], [-0.6921, 1.8873, 4.2552], [-1.4678, 1.3719, -4.3697], [1.5431, -0.7737, 0.9241], [-2.3274, 3.3499, -2.3611], [-1.4304, -2.6669, 1.1970], [-1.9127, 1.1349, 2.3344], [-3.9943, -1.3174, -1.8366], [-3.2563, -2.1209, -1.9491]],
  "homo_lumo_gap_ha": [0.2176, 0.2252],
  "e_above_lowest_kcal_mol": 24.58,
  "charge": 3,
  "e_homo_ev": [-15.851, -15.887],
  "spin_multiplicity": 2
}

***

{
  "formula": "C11H26INO2P",
  "method": "the ωB97M-V functional and the def2-TZVPD basis",
  "species": ["H", "I", "N", "H", "H", "P", "C", "C", "H", "H", "H", "H", "H", "C", "C", "H", "H", "H", "C", "H", "H", "H", "H", "H", "H", "H", "H", "O", "C", "H", "H", "H", "C", "H", "C", "H", "C", "O", "C", "C", "H", "H"],
  "coordinates": [[0.5000, -1.8465, 4.6300], [-2.2517, -1.0360, -3.2376], [-2.7702, 2.7529, -1.1006], [1.5535, -3.7385, 1.3501], [0.9550, -2.7350, 0.0036], [-0.2686, 2.0285, -1.6405], [-3.3719, 0.4778, -0.7053], [-2.9115, 0.6786, -2.1569], [-2.2605, 2.4382, -3.1677], [3.4924, -3.0504, 3.0455], [-3.7048, 3.0759, -1.3489], [-4.4570, 0.5056, -0.6821], [1.1667, 3.9291, -2.1508], [3.0274, -3.6408, 3.8377], [0.2732, 3.5066, -2.5920], [2.3444, 1.7939, -1.3247], [-0.0532, -2.1636, 2.2505], [2.8805, 0.2524, -2.0748], [0.7616, 0.7113, -2.3621], [0.3402, -0.2806, -2.2667], [3.1470, -4.6977, 3.6084], [2.7006, -2.9638, 0.2433], [-0.5188, 4.2513, -2.5966], [-1.9910, 1.6181, 0.5428], [-3.8161, 0.9195, -2.7031], [0.9810, 0.8777, -3.4137], [-3.6202, 2.1039, 0.7567], [1.8390, -1.6798, 1.5548], [-2.9189, 1.7588, 0.0041], [-2.1191, 3.4906, -0.8198], [0.5262, -0.5218, 2.5895], [1.9110, 0.2785, -0.5963], [1.7472, -2.8445, 0.7551], [-3.0448, -0.4357, -0.2292], [1.3078, -2.0059, 3.9089], [3.5263, -3.4274, 4.7880], [2.0826, 0.7635, -1.5529], [1.6355, -3.3815, 3.9406], [0.8239, -1.5756, 2.5406], [-2.0664, 1.9553, -2.2144], [0.4601, 3.2528, -3.6320], [2.1619, -1.3960, 4.2184]],
  "homo_lumo_gap_ha": 0.2932,
  "charge": 1,
  "e_homo_ev": -11.192
}